Entry 1:
{
  "formula": "C3H3LiO3Sr",
  "method": "ωB97M-V/def2-TZVPD",
  "largest_force_ev_per_a": 3.34,
  "total_charge": 3,
  "s_squared": 0.75,
  "multiplicity": 2,
  "orbital_gap_ev": [9.431, 9.935],
  "e_homo_ha": [-0.794, -0.873],
  "elements": ["O", "C", "C", "O", "O", "C", "Sr", "H", "H", "H", "Li"],
  "positions_angstrom": [[-0.1455, 0.8362, -0.0101], [-0.4977, -0.3510, 0.1735], [-2.3725, 1.6788, -0.0770], [0.2412, -1.3239, -0.0847], [-1.8331, -0.6145, 0.2951], [-2.7413, 0.3006, 0.0052], [2.4061, 0.1765, -0.2282], [-2.7354, 2.2202, -0.9538], [-2.0459, 2.2282, 0.8070], [-3.5853, -0.1098, -0.5509], [-0.3141, -3.1763, -0.4575]]
}

Entry 2:
{
  "formula": "C49H46ClN3O3PRuSi",
  "method": "ωB97M-V/def2-TZVPD",
  "largest_force_ev_per_a": 0.91,
  "s_squared": 0.75,
  "e_above_lowest_kcal_mol": 0.0,
  "multiplicity": 2,
  "orbital_gap_ev": [6.453, 6.389],
  "e_homo_ha": [-0.250, -0.255],
  "elements": ["Ru", "Cl", "C", "C", "C", "C", "O", "C", "C", "N", "C", "C", "C", "C", "C", "C", "C", "C", "N", "C", "C", "H", "H", "H", "H", "H", "H", "H", "H", "H", "H", "C", "Si", "C", "N", "C", "C", "C", "C", "C", "C", "C", "C", "C", "C", "C", "C", "C", "C", "C", "C", "C", "H", "H", "H", "H", "H", "H", "H", "H", "H", "H", "H", "H", "H", "H", "H", "H", "H", "H", "H", "H", "H", "H", "H", "H", "O", "C", "O", "C", "P", "C", "C", "C", "C", "C", "C", "C", "C", "C", "C", "C", "C", "H", "H", "H", "H", "H", "H", "H", "H", "H", "H", "H", "H"],
  "positions_angstrom": [[0.8521, 0.6182, 0.6517], [3.0837, 7.4586, -1.2611], [2.6218, 5.7874, -1.1039], [3.0160, 4.8614, -2.0803], [2.6867, 3.5465, -1.9317], [1.9357, 3.0300, -0.8269], [1.8725, 1.7461, -0.7650], [1.4473, 4.0232, 0.1027], [0.5860, 3.8492, 1.2408], [-0.3690, 2.9743, 1.3286], [-1.1567, 2.7651, 2.4958], [-1.9533, 3.7787, 2.9481], [-2.7834, 3.5956, 4.0676], [-2.7616, 2.4046, 4.7295], [-1.9124, 1.3565, 4.3037], [-1.7358, 0.2028, 5.1029], [-0.7557, -0.6749, 4.7709], [-0.0463, -0.4735, 3.5696], [-0.2769, 0.4905, 2.7126], [-1.1357, 1.4857, 3.1282], [1.8754, 5.3683, -0.0453], [3.5953, 5.1930, -2.9321], [3.0234, 2.8126, -2.6533], [0.6999, 4.5133, 2.0890], [-1.9425, 4.7247, 2.4224], [-3.4170, 4.4050, 4.4029], [-3.3628, 2.2516, 5.6171], [-2.3380, 0.0768, 5.9943], [-0.5150, -1.5335, 5.3818], [0.7320, -1.1689, 3.3088], [1.5664, 6.0920, 0.6993], [-0.6280, 2.0226, 0.2983], [-2.9351, 0.5974, -1.5143], [-1.1686, 0.3782, -2.2050], [-0.1604, -0.4394, -1.5097], [1.0417, -0.5014, -2.3911], [0.9443, -1.6044, -3.4370], [0.9402, -2.9806, -2.7566], [0.3649, -2.8637, -1.3425], [-0.7159, -1.7989, -1.2947], [-3.9396, 1.3649, -2.8868], [-5.3041, 1.0910, -3.0326], [-6.0603, 1.7194, -4.0105], [-5.4698, 2.6426, -4.8622], [-4.1187, 2.9341, -4.7310], [-3.3655, 2.3046, -3.7528], [-3.7755, -0.9538, -0.8630], [-4.2437, -1.9533, -1.7215], [-4.8190, -3.1127, -1.2243], [-4.9390, -3.2946, 0.1477], [-4.4898, -2.3110, 1.0162], [-3.9168, -1.1511, 0.5121], [-1.6459, 1.6498, 0.4208], [-0.4937, 2.5013, -0.6707], [-0.7593, 1.3829, -2.3366], [-1.3220, -0.0154, -3.2258], [1.9185, -0.6502, -1.7750], [1.1589, 0.4785, -2.8480], [1.7806, -1.5176, -4.1329], [0.0362, -1.4698, -4.0320], [1.9544, -3.3807, -2.7083], [0.3473, -3.6866, -3.3435], [1.1539, -2.5972, -0.6413], [-0.0447, -3.8173, -1.0024], [-1.2610, -1.8071, -0.3501], [-1.4472, -2.0305, -2.0834], [-5.7816, 0.3748, -2.3734], [-7.1135, 1.4882, -4.1087], [-6.0606, 3.1358, -5.6234], [-3.6523, 3.6551, -5.3903], [-2.3135, 2.5536, -3.6647], [-4.1573, -1.8255, -2.7957], [-5.1739, -3.8758, -1.9056], [-5.3868, -4.2001, 0.5370], [-4.5872, -2.4453, 2.0862], [-3.5680, -0.3886, 1.2014], [3.3137, 1.4170, 3.8388], [2.9856, 1.1579, 2.6935], [1.9523, 1.6327, 2.0845], [3.8391, 0.2239, 1.8258], [2.6915, -0.9228, 0.9886], [3.7953, -1.7345, -0.2303], [4.4398, -0.9237, -1.1684], [5.2828, -1.4744, -2.1194], [5.4942, -2.8473, -2.1504], [4.8550, -3.6605, -1.2281], [4.0085, -3.1089, -0.2744], [2.4392, -2.3064, 2.1653], [3.3941, -2.6850, 3.1050], [3.1543, -3.7449, 3.9692], [1.9645, -4.4538, 3.8889], [1.0076, -4.0927, 2.9495], [1.2424, -3.0219, 2.1009], [4.6677, -0.2227, 2.3695], [4.2388, 0.8474, 1.0213], [4.2651, 0.1474, -1.1636], [5.7743, -0.8313, -2.8384], [6.1550, -3.2787, -2.8911], [5.0128, -4.7315, -1.2470], [3.5147, -3.7594, 0.4362], [4.3291, -2.1450, 3.1771], [3.9003, -4.0183, 4.7043], [1.7809, -5.2830, 4.5603], [0.0725, -4.6354, 2.8873], [0.4746, -2.7069, 1.4038]]
}

Entry 3:
{
  "formula": "C6H12CoF5N3O2",
  "method": "ωB97M-V/def2-TZVPD",
  "largest_force_ev_per_a": 1.37,
  "s_squared": 0.78,
  "e_above_lowest_kcal_mol": 24.4,
  "multiplicity": 2,
  "orbital_gap_ev": [8.470, 9.153],
  "e_homo_ha": [-0.334, -0.325],
  "elements": ["Co", "N", "C", "C", "C", "C", "N", "H", "H", "H", "H", "H", "H", "H", "H", "H", "H", "H", "H", "O", "N", "O", "F", "C", "F", "C", "F", "F", "F"],
  "positions_angstrom": [[-0.7442, 1.1026, 0.4137], [-1.4711, -0.6994, -0.4413], [-0.9599, -0.9780, -1.7907], [0.3263, -1.7995, -1.7659], [1.4449, -1.2174, -0.8980], [1.8403, 0.2226, -1.2540], [1.3186, 1.1836, -0.2693], [-1.3866, -1.5340, 0.1364], [-2.4674, -0.4827, -0.5047], [-0.7808, -0.0204, -2.2854], [-1.7063, -1.5281, -2.3759], [0.6842, -1.8959, -2.7935], [0.1021, -2.8039, -1.3986], [2.3126, -1.8686, -1.0036], [1.1474, -1.2463, 0.1499], [1.4464, 0.4905, -2.2376], [2.9329, 0.2964, -1.3036], [1.4256, 2.1292, -0.6356], [1.8897, 1.1418, 0.5746], [-2.8825, 1.7741, 0.0664], [-2.4555, 2.7930, -0.4972], [-1.2114, 2.8660, -0.5747], [0.3422, 2.0592, 2.8308], [-0.5403, 1.0551, 2.4404], [-1.6559, 1.2623, 3.2136], [0.0961, -0.2415, 2.9532], [-0.5455, -1.3244, 2.4635], [1.3648, -0.3568, 2.5116], [0.1334, -0.3790, 4.2755]]
}

Entry 4:
{
  "formula": "C5H7NO4",
  "method": "ωB97M-V/def2-TZVPD",
  "largest_force_ev_per_a": 3.43,
  "e_above_lowest_kcal_mol": 52.8,
  "smiles": "C=C=C(O)[C@](N)(O)C(=O)O",
  "orbital_gap_ev": 8.820,
  "e_homo_ha": -0.317,
  "elements": ["C", "C", "C", "O", "C", "N", "O", "C", "O", "O", "H", "H", "H", "H", "H", "H", "H"],
  "positions_angstrom": [[2.6217, 0.1627, -0.3287], [1.4162, -0.1994, 0.0346], [0.4668, -0.6382, 0.8528], [0.5268, -1.6892, 1.6860], [-0.9090, -0.1174, 0.4267], [-1.2371, 1.0804, 1.1372], [-1.8929, -1.0855, 0.6115], [-0.5797, 0.0550, -1.1304], [-1.0271, -0.7636, -1.9191], [-0.2698, 1.3182, -1.4971], [3.3778, 0.4354, 0.3958], [2.9340, 0.1882, -1.3631], [-0.3865, -1.8916, 1.9551], [-0.4929, 1.7622, 1.0585], [-2.1074, 1.4725, 0.7950], [-2.0400, -1.4956, -0.2600], [-0.4009, 1.4058, -2.4546]]
}

Entry 5:
{
  "formula": "O2",
  "method": "ωB97M-V/def2-TZVPD",
  "largest_force_ev_per_a": 2.63,
  "e_above_lowest_kcal_mol": 1.1,
  "smiles": "O=O",
  "orbital_gap_ev": 7.862,
  "e_homo_ha": -0.376,
  "elements": ["O", "O"],
  "positions_angstrom": [[-0.2652, -0.5323, 0.1597], [0.2652, 0.5323, -0.1597]]
}

Entry 6:
{
  "formula": "C4H11NO2",
  "method": "ωB97M-V/def2-TZVPD",
  "largest_force_ev_per_a": 1.05,
  "e_above_lowest_kcal_mol": 34.2,
  "smiles": "N[C@@H](CO)CCO",
  "orbital_gap_ev": 10.238,
  "e_homo_ha": -0.347,
  "elements": ["N", "C", "C", "O", "C", "C", "O", "H", "H", "H", "H", "H", "H", "H", "H", "H", "H", "H"],
  "positions_angstrom": [[-1.6561, 1.3891, -0.2778], [-0.5678, 0.5249, 0.2364], [-0.9621, -0.9362, 0.2723], [-2.1892, -1.0292, 1.0051], [0.6389, 0.7001, -0.6973], [1.8094, -0.2829, -0.5649], [2.0276, -0.6470, 0.8022], [-1.3057, 2.3466, -0.1270], [-2.4002, 1.3496, 0.4154], [-0.3019, 0.8198, 1.2498], [-0.1572, -1.4293, 0.8251], [-1.0516, -1.4509, -0.6858], [-2.4786, -1.9361, 0.9717], [1.0826, 1.6922, -0.6179], [0.2409, 0.6484, -1.7128], [2.6610, 0.2865, -0.9419], [1.6627, -1.2222, -1.1044], [2.9474, -0.8236, 0.9518]]
}

Entry 7:
{
  "formula": "C39H90BO18",
  "method": "ωB97M-V/def2-TZVPD",
  "largest_force_ev_per_a": 2.42,
  "total_charge": -1,
  "orbital_gap_ev": 9.693,
  "e_homo_ha": -0.268,
  "elements": ["O", "C", "O", "B", "O", "C", "O", "O", "C", "O", "C", "O", "O", "C", "C", "O", "C", "C", "H", "H", "H", "H", "H", "H", "H", "H", "H", "H", "C", "C", "O", "C", "C", "H", "H", "H", "H", "H", "H", "H", "H", "H", "H", "C", "C", "O", "C", "C", "H", "H", "H", "H", "H", "H", "H", "H", "H", "H", "C", "C", "O", "C", "C", "H", "H", "H", "H", "H", "H", "H", "H", "H", "H", "C", "C", "O", "C", "C", "H", "H", "H", "H", "H", "H", "H", "H", "H", "H", "C", "C", "O", "C", "C", "H", "H", "H", "H", "H", "H", "H", "H", "H", "H", "C", "C", "O", "C", "C", "H", "H", "H", "H", "H", "H", "H", "H", "H", "H", "C", "C", "C", "O", "H", "H", "H", "H", "H", "H", "H", "H", "C", "C", "O", "H", "H", "H", "H", "H", "H", "C", "C", "O", "H", "H", "H", "H", "H", "H"],
  "positions_angstrom": [[14.5957, 28.5278, 2.5095], [13.5782, 28.0293, 2.8917], [13.3422, 26.8463, 3.3909], [11.8919, 26.6279, 3.5936], [11.2974, 27.9482, 3.2449], [12.2195, 28.7376, 2.7826], [12.0837, 29.9098, 2.5234], [11.5833, 26.1778, 4.9473], [10.8344, 25.0937, 4.8997], [10.3987, 24.5242, 5.8561], [10.7339, 24.6685, 3.4137], [11.4435, 25.5187, 2.7093], [10.0928, 23.7281, 3.0539], [7.9345, 21.1397, 0.2298], [9.3361, 21.6438, 0.5088], [9.8515, 22.2431, -0.6526], [11.1990, 22.6103, -0.5367], [11.6799, 23.2594, -1.8246], [7.2601, 21.9228, -0.1029], [8.0035, 20.3498, -0.5302], [7.5441, 20.5502, 1.0624], [9.1824, 22.4009, 1.2908], [9.9685, 20.8494, 0.9167], [11.2659, 23.3512, 0.2749], [11.8905, 21.8291, -0.2064], [12.6762, 23.7038, -1.7887], [11.0535, 24.1022, -2.1370], [11.6497, 22.6335, -2.7208], [11.2945, 26.7643, 8.3070], [11.3762, 26.4915, 9.8086], [11.5104, 25.1071, 10.1251], [11.4108, 24.8740, 11.5211], [11.9944, 23.4931, 11.8023], [10.3392, 26.5344, 7.8456], [11.3873, 27.8551, 8.2463], [12.1493, 26.3872, 7.7562], [12.2942, 26.9506, 10.1990], [10.5620, 26.9348, 10.3920], [11.9863, 25.6335, 12.0680], [10.3490, 24.9949, 11.7620], [12.0478, 23.3325, 12.8790], [13.0001, 23.3814, 11.4004], [11.3671, 22.7671, 11.2851], [20.7261, 31.6886, 1.6156], [19.3724, 30.9786, 1.7758], [19.5231, 29.5846, 1.5435], [18.5647, 28.8003, 2.2760], [18.5276, 27.4882, 1.5723], [21.3480, 31.5899, 2.5063], [21.2226, 31.4468, 0.6780], [20.5771, 32.7740, 1.5660], [18.9934, 31.2626, 2.7580], [18.7614, 31.3062, 0.9296], [18.7602, 28.8781, 3.3576], [17.5589, 29.2485, 2.3390], [17.8843, 27.5674, 0.6937], [18.0434, 26.6989, 2.1545], [19.5378, 27.2010, 1.2888], [11.7305, 31.0180, 6.0489], [10.4007, 31.4957, 5.5486], [10.1256, 32.7250, 6.1987], [9.0329, 33.4642, 5.6223], [8.8135, 34.6219, 6.6087], [12.1594, 30.2613, 5.3893], [12.4114, 31.8521, 5.8595], [11.6523, 30.7043, 7.0873], [10.4916, 31.6719, 4.4683], [9.6045, 30.7585, 5.7126], [9.3961, 33.8392, 4.6636], [8.1689, 32.8077, 5.5244], [8.3926, 34.2397, 7.5343], [8.1060, 35.2797, 6.0918], [9.7000, 35.2212, 6.7951], [14.6096, 23.9251, 1.4299], [13.8132, 22.7236, 1.9137], [13.9762, 21.7234, 0.9350], [13.6869, 20.3906, 1.3210], [14.0132, 19.5094, 0.1457], [14.3829, 24.7817, 2.0691], [15.6770, 23.7537, 1.3185], [14.2068, 24.2217, 0.4549], [14.2886, 22.4523, 2.8657], [12.7527, 22.9770, 2.0063], [14.3863, 20.0468, 2.0986], [12.6879, 20.2993, 1.7586], [14.3611, 18.5269, 0.4625], [14.8765, 19.9609, -0.3479], [13.2136, 19.4839, -0.5961], [13.8620, 23.9338, 8.3171], [14.2385, 22.9141, 7.2560], [13.0492, 22.4965, 6.6174], [13.2813, 21.6904, 5.4877], [11.9647, 21.5053, 4.7461], [13.3581, 24.7501, 7.8039], [13.1275, 23.6052, 9.0519], [14.7228, 24.1773, 8.9428], [14.9249, 23.3710, 6.5314], [14.7848, 22.0568, 7.6708], [14.0145, 22.1925, 4.8433], [13.6756, 20.6947, 5.7315], [11.5147, 22.4747, 4.5235], [11.2164, 20.9759, 5.3356], [12.1252, 20.9840, 3.8005], [20.5901, 24.3755, 6.5019], [19.5582, 25.4612, 6.3241], [18.4733, 24.9881, 5.5932], [17.4545, 25.9636, 5.4357], [16.4051, 25.4920, 4.4421], [21.5697, 24.7068, 6.8409], [20.2774, 23.6101, 7.2150], [20.6613, 23.9087, 5.5149], [19.2771, 25.8454, 7.3186], [20.0524, 26.3427, 5.8888], [17.0665, 26.2480, 6.4230], [17.8915, 26.9153, 5.1024], [16.8797, 25.6686, 3.4758], [15.5749, 26.1960, 4.3842], [16.0865, 24.4923, 4.7213], [6.9966, 22.2912, 3.6051], [7.6692, 21.1859, 4.3913], [8.7446, 20.4493, 3.6269], [8.3133, 21.7708, 5.5597], [7.6605, 22.8682, 2.9573], [6.3499, 22.8962, 4.2317], [6.4802, 21.7327, 2.8077], [6.9544, 20.4328, 4.7288], [9.2627, 19.7807, 4.3140], [9.4389, 21.0944, 3.0878], [8.2758, 19.7882, 2.8849], [8.7170, 22.5887, 5.2331], [15.4201, 32.5595, 0.4721], [15.5583, 31.0443, 0.2858], [14.2905, 30.3661, 0.2528], [16.4115, 33.0108, 0.3908], [15.0950, 32.7601, 1.4954], [14.6989, 33.0038, -0.2101], [16.0842, 30.6159, 1.1456], [16.1136, 30.7533, -0.6062], [14.1496, 30.1718, 1.1938], [13.1971, 27.2633, -1.1603], [14.7105, 27.1568, -1.0347], [15.3908, 28.3897, -1.1712], [12.9432, 27.6118, -2.1628], [12.7513, 27.9672, -0.4522], [12.6974, 26.3190, -0.9335], [15.0970, 26.3817, -1.7032], [15.0286, 26.8133, -0.0362], [14.7990, 29.1225, -0.8642]]
}

Entry 8:
{
  "formula": "CH4NO",
  "method": "ωB97M-V/def2-TZVPD",
  "largest_force_ev_per_a": 2.58,
  "total_charge": -1,
  "e_above_lowest_kcal_mol": 21.1,
  "orbital_gap_ev": 6.581,
  "e_homo_ha": -0.058,
  "elements": ["N", "C", "O", "H", "H", "H", "H"],
  "positions_angstrom": [[-0.6959, 0.5134, -0.6638], [-1.3364, -0.3134, 0.0411], [1.7205, -0.0385, 0.3047], [-2.3020, 0.1117, 0.4513], [0.7719, 0.1764, -0.0792], [1.7367, -0.3283, 1.2167], [-1.0896, -1.3154, 0.4742]]
}

Copy entry 6 word for word.
{
  "formula": "C4H11NO2",
  "method": "ωB97M-V/def2-TZVPD",
  "largest_force_ev_per_a": 1.05,
  "e_above_lowest_kcal_mol": 34.2,
  "smiles": "N[C@@H](CO)CCO",
  "orbital_gap_ev": 10.238,
  "e_homo_ha": -0.347,
  "elements": ["N", "C", "C", "O", "C", "C", "O", "H", "H", "H", "H", "H", "H", "H", "H", "H", "H", "H"],
  "positions_angstrom": [[-1.6561, 1.3891, -0.2778], [-0.5678, 0.5249, 0.2364], [-0.9621, -0.9362, 0.2723], [-2.1892, -1.0292, 1.0051], [0.6389, 0.7001, -0.6973], [1.8094, -0.2829, -0.5649], [2.0276, -0.6470, 0.8022], [-1.3057, 2.3466, -0.1270], [-2.4002, 1.3496, 0.4154], [-0.3019, 0.8198, 1.2498], [-0.1572, -1.4293, 0.8251], [-1.0516, -1.4509, -0.6858], [-2.4786, -1.9361, 0.9717], [1.0826, 1.6922, -0.6179], [0.2409, 0.6484, -1.7128], [2.6610, 0.2865, -0.9419], [1.6627, -1.2222, -1.1044], [2.9474, -0.8236, 0.9518]]
}